Record 1
{
  "formula": "C23H25IN3O2Os",
  "method": "ωB97M-V with the def2-TZVPD basis set",
  "orbital_gap_ev": 5.48,
  "total_charge": 3,
  "energy_ha": -1593.47845,
  "lumo_energy_ev": -11.634,
  "e_above_lowest_kcal_mol": 0.0,
  "homo_energy_ev": -17.11,
  "species": ["Os", "C", "C", "N", "C", "C", "C", "O", "C", "C", "N", "C", "C", "C", "C", "C", "C", "I", "C", "O", "H", "H", "H", "H", "H", "H", "H", "H", "H", "H", "H", "H", "C", "N", "C", "C", "C", "C", "C", "C", "C", "C", "H", "H", "H", "H", "H", "H", "H", "H", "H", "H", "H", "H", "H"],
  "xyz": [[0.17680, -0.90158, 0.67410], [4.53092, 0.20823, -0.34276], [3.61588, -0.10842, -1.48304], [4.07782, -0.00058, -2.71788], [3.30014, -0.26823, -3.76453], [1.98595, -0.69685, -3.66496], [1.19406, -1.00434, -4.91047], [-0.11032, -0.43681, -4.79550], [1.45531, -0.82635, -2.36725], [0.12406, -1.33922, -2.20824], [-0.57625, -1.41296, -1.11381], [-1.90080, -1.97701, -1.21776], [-2.70900, -1.74712, -2.32542], [-3.95748, -2.34994, -2.40042], [-4.41386, -3.17315, -1.38091], [-3.63093, -3.39179, -0.25213], [-2.39632, -2.78070, -0.20270], [-1.17973, -2.96655, 1.50560], [2.28637, -0.50724, -1.28510], [1.85830, -0.57462, 0.00509], [5.48992, 0.52320, -0.74380], [4.68517, -0.66822, 0.28909], [4.12840, 1.01077, 0.27767], [3.75860, -0.13874, -4.73845], [1.12432, -2.08939, -5.04929], [1.72869, -0.60339, -5.77091], [-0.42147, -0.17297, -5.66869], [-0.35118, -1.71930, -3.10412], [-2.36885, -1.09624, -3.12283], [-4.58139, -2.16833, -3.26487], [-5.38610, -3.64169, -1.44996], [-3.98913, -4.02245, 0.55073], [-0.41930, 0.26646, 4.59184], [0.75699, 1.14049, 4.30044], [0.63327, 2.45454, 5.02329], [1.05683, 1.26397, 2.81785], [-0.09897, 1.71599, 1.95107], [-0.59110, 3.00086, 2.04801], [-1.66040, 3.41744, 1.24645], [-2.22772, 2.56498, 0.31028], [-1.68884, 1.30428, 0.13111], [-0.63593, 0.85029, 0.95149], [-0.49341, 0.13046, 5.66784], [-0.27448, -0.69734, 4.10794], [-1.31590, 0.75161, 4.21465], [1.57901, 0.68377, 4.70239], [-0.31123, 2.91724, 4.75652], [1.47436, 3.09058, 4.75859], [0.64648, 2.24898, 6.09102], [1.43545, 0.27421, 2.52253], [1.90044, 1.94986, 2.73001], [-0.14467, 3.71826, 2.72367], [-2.03245, 4.42895, 1.34944], [-3.05027, 2.90088, -0.30625], [-2.08606, 0.66523, -0.64663]],
  "atomic_forces_ev_per_a": [[-0.1242, 0.0688, -0.0501], [-0.0001, -0.0155, -0.0076], [-0.0001, 0.0079, -0.0478], [0.0294, 0.0161, 0.0150], [0.0128, 0.0052, 0.0183], [-0.0426, -0.0155, 0.0052], [-0.0006, -0.0239, -0.0016], [0.0034, 0.0378, 0.0069], [0.0332, 0.0059, -0.0015], [-0.0066, 0.0075, 0.0204], [0.0155, -0.0253, -0.0038], [-0.0390, -0.0050, 0.0007], [0.0245, 0.0052, 0.0119], [-0.0027, -0.0048, 0.0031], [0.0017, -0.0015, 0.0026], [-0.0008, 0.0057, -0.0055], [0.0130, 0.0013, -0.0014], [0.0175, 0.0058, -0.0120], [-0.0381, -0.0045, -0.0040], [0.0460, -0.0146, 0.0191], [-0.0008, -0.0009, 0.0009], [-0.0066, 0.0039, 0.0077], [-0.0034, 0.0027, 0.0005], [-0.0040, -0.0016, 0.0001], [0.0086, -0.0006, -0.0071], [0.0013, 0.0096, 0.0043], [-0.0040, -0.0205, -0.0035], [-0.0077, -0.0046, 0.0060], [-0.0051, -0.0008, -0.0046], [0.0004, 0.0005, -0.0009], [0.0001, -0.0002, -0.0015], [-0.0004, -0.0010, 0.0000], [-0.0097, -0.0018, -0.0089], [-0.0011, 0.0147, -0.0064], [-0.0020, 0.0100, 0.0201], [-0.0132, -0.0001, -0.0141], [0.0092, -0.0004, 0.0275], [0.0064, -0.0115, -0.0025], [-0.0131, -0.0070, -0.0113], [-0.0055, 0.0268, 0.0106], [0.0184, -0.0417, -0.0166], [0.0645, -0.0245, 0.0302], [-0.0023, 0.0018, -0.0005], [0.0104, -0.0089, 0.0091], [0.0016, 0.0028, -0.0035], [0.0065, 0.0019, -0.0095], [-0.0038, -0.0042, 0.0022], [-0.0012, -0.0003, -0.0035], [0.0049, -0.0041, -0.0015], [-0.0055, 0.0099, 0.0057], [0.0082, -0.0066, 0.0057], [0.0014, -0.0022, 0.0003], [-0.0040, -0.0001, -0.0051], [-0.0010, 0.0037, 0.0021], [0.0102, -0.0015, 0.0001]],
  "nbo_charge": [1.05, -0.65, 0.22, -0.32, 0.08, 0.00, -0.11, -0.75, -0.11, 0.20, -0.44, 0.13, -0.24, -0.14, -0.14, -0.22, -0.19, 0.59, 0.25, -0.56, 0.28, 0.24, 0.22, 0.23, 0.20, 0.22, 0.51, 0.27, 0.26, 0.26, 0.27, 0.26, -0.42, -0.33, -0.42, -0.23, -0.08, -0.20, -0.07, -0.18, -0.15, -0.17, 0.27, 0.21, 0.24, 0.44, 0.24, 0.25, 0.26, 0.20, 0.27, 0.24, 0.26, 0.26, 0.24]
}


Record 2
{
  "formula": "C6H13O4Sc",
  "method": "ωB97M-V with the def2-TZVPD basis set",
  "orbital_gap_ev": [6.18, 6.16],
  "energy_ha": -1297.94415,
  "lumo_energy_ev": [0.109, -0.351],
  "e_above_lowest_kcal_mol": 9.2,
  "homo_energy_ev": [-6.07, -6.51],
  "species": ["O", "C", "C", "O", "C", "Sc", "H", "H", "H", "H", "H", "H", "H", "O", "C", "O", "C", "C", "H", "H", "H", "H", "H", "H"],
  "xyz": [[2.97133, 0.07212, -1.90552], [2.75361, 0.99741, -0.98279], [2.82040, 0.72469, 0.33685], [3.27283, -0.54245, 0.67942], [2.83141, -1.03953, 1.92951], [3.66802, -1.79546, -1.29927], [2.62510, 2.04237, -1.29856], [2.73422, 1.45551, 1.14130], [3.37772, -1.97149, 2.11859], [3.04869, -0.31604, 2.72901], [1.74993, -1.24524, 1.90530], [-0.14688, 2.01585, -1.63636], [-0.61207, 0.92357, 0.09500], [-1.13239, 2.11475, -1.52032], [-3.81390, -1.43068, 0.24025], [-3.15375, -0.20396, 0.41239], [-2.45452, 0.20656, -0.73563], [-1.51810, 1.35184, -0.40835], [-4.37763, -1.71113, 1.14782], [-4.51291, -1.32518, -0.59829], [-3.09511, -2.23820, 0.00812], [-3.16618, 0.52081, -1.52144], [-1.86199, -0.63370, -1.14607], [-2.00786, 2.02761, 0.30904]],
  "atomic_forces_ev_per_a": [[0.4368, -1.1692, 0.3955], [0.2636, 0.0842, 0.7834], [-0.0523, 1.0575, -0.5686], [0.2030, -0.6417, -0.6006], [-0.3049, -0.2933, 0.5022], [-0.5472, 1.5007, -0.0433], [-0.2190, -0.3974, 0.0007], [0.0029, -0.2801, -0.2393], [-0.1545, 0.2677, -0.0141], [-0.0082, -0.1730, -0.2448], [0.3032, 0.0853, 0.0157], [-1.7120, 0.1389, 0.0882], [-0.7008, 0.3778, -0.2064], [1.7383, -0.1810, -0.8230], [-0.1220, -0.2686, -0.2675], [0.3316, 0.2312, 0.7238], [-0.1188, -0.2872, -0.9649], [0.6473, -0.1893, 1.6182], [0.3753, 0.4012, -0.3406], [-0.1030, -0.3030, 0.0305], [-0.2145, 0.1854, 0.0425], [0.1624, -0.0256, 0.1301], [-0.2047, 0.1446, 0.0484], [-0.0028, -0.2652, -0.0658]],
  "nbo_charge": [-0.91, 0.12, -0.08, -0.62, -0.25, 0.79, 0.17, 0.19, 0.20, 0.19, 0.19, 0.48, 0.16, -0.72, -0.24, -0.54, -0.08, -0.07, 0.19, 0.17, 0.16, 0.17, 0.16, 0.17]
}


Record 3
{
  "formula": "C6H6O2S",
  "method": "ωB97M-V with the def2-TZVPD basis set",
  "orbital_gap_ev": 7.94,
  "energy_ha": -780.68081,
  "smiles": "OS1#CC=CC=1.C=C=O",
  "lumo_energy_ev": -0.681,
  "e_above_lowest_kcal_mol": 123.4,
  "homo_energy_ev": -8.62,
  "species": ["C", "C", "C", "C", "C", "C", "O", "O", "S", "H", "H", "H", "H", "H", "H"],
  "xyz": [[1.50801, -1.33614, 0.00466], [0.32827, -0.60137, -0.62951], [2.05053, -0.73539, 1.06592], [0.09323, 0.63785, -0.23500], [-2.70861, 0.26368, 0.44461], [-3.06866, 0.55326, -0.73505], [-2.45526, -0.06693, 1.52850], [2.41200, 1.81409, 0.43168], [1.31090, 0.83366, 1.18331], [1.91796, -2.21565, -0.47137], [-0.00560, -1.07485, -1.55787], [2.68102, -1.00925, 1.77195], [2.27242, 1.60821, -0.46709], [-4.13670, 0.81310, -0.90929], [-2.19951, 0.51574, -1.42545]],
  "atomic_forces_ev_per_a": [[-0.7286, 0.1826, -0.3459], [2.3835, -1.8635, -0.5035], [-2.7917, 1.3053, -3.1776], [0.2062, 1.3800, 0.6399], [0.2090, -0.9801, 2.9030], [-0.6625, 0.7261, -2.9210], [0.2127, 0.1786, 0.1693], [-0.4463, -0.2627, 2.3193], [-0.8205, 0.8299, -0.0226], [-0.1923, -0.4461, 0.3194], [-0.5131, 0.4043, 0.3438], [3.1682, -1.4516, 2.7114], [-0.0630, -0.1482, -2.3297], [1.2290, -0.2388, -0.2060], [-1.1904, 0.3841, 0.1002]],
  "nbo_charge": [-0.10, -0.42, -0.50, -0.39, 0.73, -0.80, -0.49, -0.79, 1.05, 0.22, 0.22, 0.23, 0.49, 0.27, 0.28]
}


Record 4
{
  "formula": "C23H25FIN2O4SZr",
  "method": "ωB97M-V with the def2-TZVPD basis set",
  "orbital_gap_ev": 6.03,
  "total_charge": 3,
  "energy_ha": -2143.83320,
  "lumo_energy_ev": -10.427,
  "homo_energy_ev": -16.46,
  "species": ["Zr", "C", "C", "C", "C", "C", "C", "C", "F", "C", "C", "C", "O", "C", "C", "N", "C", "C", "O", "O", "H", "H", "H", "H", "H", "H", "H", "H", "H", "H", "H", "I", "C", "C", "C", "C", "N", "C", "H", "H", "H", "H", "C", "C", "S", "O", "C", "C", "H", "H", "H", "H", "H", "H", "H", "H", "H", "H"],
  "xyz": [[-0.35993, 1.77650, 0.52543], [3.13341, -4.03905, -2.90038], [1.63255, -3.88732, -3.15375], [0.93992, -5.24374, -3.10217], [-0.52296, -5.14545, -3.47346], [-1.16452, -4.05644, -2.74683], [-2.56310, -4.06038, -2.56058], [-3.15825, -3.03376, -1.86494], [-4.51266, -3.02944, -1.74818], [-2.44031, -1.94448, -1.32608], [-1.04754, -1.96749, -1.40106], [-0.32727, -0.80589, -1.00885], [-1.05441, 0.25455, -0.62574], [1.07834, -0.81872, -1.13623], [1.65625, -1.92469, -1.75410], [0.93406, -2.93801, -2.31596], [-0.43233, -3.02312, -2.14379], [1.96112, 0.29472, -0.66628], [3.02734, 0.76467, -1.08682], [1.43956, 0.82928, 0.46934], [3.45465, -4.88004, -3.52731], [3.43883, -4.21732, -1.85480], [3.70447, -3.13358, -3.20730], [1.52287, -3.54199, -4.18948], [1.11363, -5.72351, -2.10973], [1.37621, -5.89221, -3.84977], [-1.04003, -6.11717, -3.30680], [-0.58168, -4.97265, -4.58773], [-3.14877, -4.89440, -2.94513], [-2.93829, -1.13875, -0.78684], [2.72534, -1.95073, -1.89109], [-5.10537, 4.30458, -1.85270], [-2.99503, 4.32823, -1.26102], [-2.48230, 5.43051, -0.54453], [-1.17246, 5.43337, -0.09899], [-0.39395, 4.29964, -0.31854], [-0.85757, 3.17628, -0.95792], [-2.09408, 3.27460, -1.53054], [-3.14613, 6.28106, -0.45131], [-0.74679, 6.28815, 0.44739], [0.63388, 4.27653, 0.02064], [-2.44045, 2.37469, -2.01298], [-1.38442, 2.05819, 5.96487], [-0.08321, 1.91458, 5.19270], [0.19414, 3.18900, 3.88501], [-0.12219, 2.46395, 2.37505], [1.95139, 3.46334, 4.04289], [2.95863, 2.32934, 3.98618], [-1.43966, 1.31632, 6.79625], [-2.30058, 1.88821, 5.35377], [-1.47834, 3.04723, 6.44123], [-0.04250, 0.90364, 4.75357], [0.81491, 2.05399, 5.84310], [1.98908, 3.98293, 5.04017], [2.13637, 4.24600, 3.27878], [3.97584, 2.73649, 3.70817], [2.68131, 1.60381, 3.21451], [3.10298, 1.79593, 4.96065]],
  "atomic_forces_ev_per_a": [[2.2934, -2.6630, 0.2209], [0.5152, 0.8113, 0.0376], [0.7346, -1.5974, -1.1817], [0.1729, -0.5949, 0.6214], [0.3477, -1.0900, -1.3369], [-2.1926, 0.5582, 0.9777], [1.4992, -0.3892, -0.2601], [-0.9183, 1.9531, 0.8502], [1.3781, -0.0181, -0.0255], [-1.2026, -1.3722, 0.0410], [-0.6000, 0.0643, -1.0553], [0.7490, -0.7381, -0.4734], [0.9672, 0.7239, 1.3717], [-0.5209, -0.0764, -0.1924], [-1.1459, -1.0847, -1.0933], [1.3194, 2.1966, 1.7989], [0.3968, 0.6786, 0.1761], [3.0535, 1.5009, -0.6806], [-3.4068, -2.2361, 0.5931], [-2.5549, 1.8854, 0.2903], [0.1165, 0.3099, 0.2631], [-0.4853, -0.2437, -0.3124], [-0.3330, -0.6694, -0.0973], [-0.0585, 0.2425, 0.1050], [-0.2643, 0.3476, -0.5681], [0.5128, -0.0952, 0.0143], [0.2754, 0.7068, -0.0118], [-0.0926, -0.0180, 0.9876], [0.0075, 0.2980, 0.0370], [-0.0563, -0.4013, -0.3380], [0.0126, -0.0610, -0.0460], [1.9161, -0.0817, 0.3539], [0.0502, -0.0284, -0.4370], [-0.8456, -0.3137, -0.9603], [0.7320, -0.1259, 0.1892], [-0.4976, 0.3292, 0.1343], [-0.6142, 2.5117, -0.6919], [-1.1188, -0.5186, 1.0580], [0.1743, 0.1136, 0.4600], [-0.2329, -0.4224, -0.4381], [0.2875, -0.0725, 0.0903], [0.0055, -0.1043, -0.2981], [-1.0204, 0.3525, 0.3952], [0.3583, -0.6884, 0.2342], [-1.0514, -1.1659, -0.9670], [0.4839, 0.6324, 2.1601], [0.6400, 0.9528, -0.0657], [0.9867, -0.5362, 0.1642], [0.3575, 0.4104, -0.6934], [0.7609, 0.1231, 0.2285], [0.0550, -0.3192, -0.2135], [0.3576, 0.4914, -0.1628], [-0.6818, -0.1344, -0.4616], [-0.2657, -0.2082, -0.7635], [0.0377, -0.3595, 0.4096], [-1.1958, -0.2894, 0.2899], [0.1501, 0.0325, 0.1110], [-0.3490, 0.4909, -0.8381]],
  "nbo_charge": [2.55, -0.63, -0.06, -0.41, -0.45, 0.02, -0.18, 0.43, -0.29, -0.24, -0.06, 0.44, -0.81, -0.29, 0.17, -0.24, 0.17, 0.75, -0.47, -0.80, 0.27, 0.23, 0.23, 0.23, 0.23, 0.25, 0.27, 0.25, 0.27, 0.24, 0.27, 0.36, -0.15, -0.12, -0.19, -0.04, -0.62, 0.03, 0.28, 0.28, 0.24, 0.25, -0.65, -0.55, 1.21, -1.04, -0.59, -0.65, 0.28, 0.23, 0.24, 0.27, 0.27, 0.30, 0.27, 0.28, 0.23, 0.25]
}